1.
This record from OMol25 describes a cluster of 8 separate species, C39H50BINO24PS3 in total. The level of theory is ωB97M-V/def2-TZVPD.

multiplicity	1

Positions of all 120 atoms, in Å:
C: -3.18428 -0.02293 3.20666
C: -2.60581 -0.99004 4.39762
B: -1.10560 -1.55225 4.01865
O: -0.94319 -2.88703 3.48398
C: 0.14434 -0.53105 4.23630
C: 0.50967 -0.00086 5.64966
P: -0.34479 -0.46487 7.25703
O: -0.90158 -2.09564 7.28043
O: 0.79961 -0.38610 8.55634
S: -1.76478 0.79736 7.76574
C: 1.70910 1.01936 5.72454
C: 2.53594 1.45963 4.48133
C: 2.13339 0.87481 3.10714
C: 0.92444 -0.12136 2.93208
N: 0.52123 -0.67809 1.62986
C: 0.43306 0.35520 0.56791
C: -0.85200 0.33068 -0.30935
C: -0.98002 1.44301 -1.40786
S: -2.54486 1.39756 -2.42927
C: 0.13500 2.52589 -1.62542
C: -0.15188 3.61655 -2.75513
C: 1.45061 2.55007 -0.76230
C: 2.62578 3.60588 -0.94580
I: 2.16330 5.50931 0.08834
C: 3.08795 3.83459 -2.47541
C: 4.50588 4.60524 -2.44559
C: 1.55110 1.43985 0.33247
S: 3.00111 1.31068 1.50851
H: -3.84481 0.77109 3.70393
H: -3.78369 -0.61434 2.43362
H: -2.28601 0.53208 2.75095
H: -2.59071 -0.35921 5.34860
H: -3.27220 -1.92420 4.47094
H: -1.84043 -3.12492 3.16475
H: -0.24447 -2.64224 6.76401
H: 1.55320 0.19129 8.30654
H: 2.03422 1.49426 6.72381
H: 3.39998 2.20141 4.57740
H: 1.13631 -1.45055 1.33034
H: -1.68862 -0.45006 -0.18232
H: -3.05588 0.10574 -2.28911
H: 0.27647 4.61624 -2.35843
H: 0.35645 3.39162 -3.75297
H: -1.27833 3.80432 -2.89113
H: 3.56490 3.21428 -0.39643
H: 2.34129 4.55886 -2.96546
H: 3.11264 2.86748 -3.07793
H: 4.37965 5.68169 -2.05082
H: 5.20154 4.03607 -1.74826
H: 4.96800 4.68731 -3.48837
O: 1.65539 -3.24117 5.47938
C: 2.74408 -3.08120 5.00552
O: 3.01781 -2.22760 3.98342
C: 4.43149 -2.15409 3.86658
C: 4.88747 -3.44467 4.47698
O: 3.86482 -3.73097 5.42070
H: 4.73056 -2.05765 2.82167
H: 4.78684 -1.27978 4.41983
H: 4.93448 -4.25925 3.74818
H: 5.85668 -3.35380 4.96955
O: -9.19064 1.93327 -1.51708
C: -8.10364 2.08861 -1.99490
O: -7.83016 2.93728 -3.02440
C: -6.41579 3.00610 -3.14536
C: -5.96104 1.71853 -2.52893
O: -6.98206 1.43912 -1.57983
H: -6.11934 3.09551 -4.19157
H: -6.05638 3.88267 -2.59793
H: -5.91785 0.89964 -3.25355
H: -4.98915 1.81039 -2.03985
O: -4.18394 -1.30663 -3.93630
C: -3.51323 -2.29822 -3.84871
O: -2.53595 -2.48322 -2.91961
C: -2.13885 -3.84723 -2.99552
C: -2.52542 -4.23320 -4.38934
O: -3.63102 -3.37817 -4.66325
H: -1.06795 -3.95071 -2.81550
H: -2.68350 -4.41700 -2.23672
H: -1.73233 -4.02918 -5.11560
H: -2.81534 -5.28582 -4.46539
O: 2.35507 10.12128 1.59554
C: 1.22931 9.79577 1.34858
O: 0.70070 8.57529 1.63921
C: -0.69824 8.65890 1.40324
C: -0.80846 9.78670 0.42260
O: 0.31376 10.59817 0.73999
H: -1.08143 7.71893 1.00307
H: -1.20380 8.87469 2.34891
H: -0.71946 9.45003 -0.61452
H: -1.73765 10.34738 0.53453
O: -2.37992 -6.97602 -3.93488
C: -1.22116 -7.24314 -4.10715
O: -0.72037 -8.50494 -4.12140
C: 0.62439 -8.41741 -4.57502
C: 1.00007 -7.00566 -4.24287
O: -0.24391 -6.31974 -4.31174
H: 1.25458 -9.14786 -4.06610
H: 0.64821 -8.61569 -5.65031
H: 1.40316 -6.90630 -3.23099
H: 1.71539 -6.58643 -4.95173
O: -2.07001 -12.41045 -2.30927
C: -2.88200 -11.58280 -2.60949
O: -2.83631 -10.28178 -2.21279
C: -3.83009 -9.58454 -2.95218
C: -4.79573 -10.66729 -3.32661
O: -3.97073 -11.82269 -3.39168
H: -4.29227 -8.80629 -2.34318
H: -3.36172 -9.12173 -3.82332
H: -5.56552 -10.82421 -2.56512
H: -5.28006 -10.48061 -4.28624
O: 7.21403 4.55496 -1.42674
C: 7.15214 5.65773 -0.96136
O: 7.94975 6.69577 -1.33278
C: 7.41928 7.86761 -0.72724
C: 6.65983 7.32712 0.44621
O: 6.27371 6.03187 0.00783
H: 8.21914 8.54717 -0.42959
H: 6.77138 8.37535 -1.44766
H: 7.28398 7.22697 1.33902
H: 5.78512 7.93151 0.69153

***

2.
This record from OMol25 describes a structure of composition C27H32N6O5S2Ti. The level of theory is ωB97M-V/def2-TZVPD.

multiplicity	3
<S²>	2.01

Positions of all 73 atoms, in Å:
Ti: 1.06722 1.45979 0.76143
C: 0.56842 5.38055 2.39506
C: 0.67766 4.16996 1.53183
N: 1.30496 3.05834 1.93501
O: 1.81298 3.14988 3.25863
C: 0.15708 4.08604 0.20996
C: -0.42891 5.21002 -0.57833
N: 0.32438 2.87932 -0.31375
O: 0.05991 2.60058 -1.59676
H: 1.53384 5.63471 2.83224
H: -0.11272 5.19525 3.22753
H: 0.20040 6.22829 1.82457
H: 2.77423 3.07921 3.13657
H: -1.12305 5.80321 0.01391
H: -0.95698 4.79307 -1.43565
H: 0.34638 5.87649 -0.96112
S: 3.32408 1.87720 -0.13985
C: 2.98952 0.88923 -1.50469
N: 1.81804 1.13987 -2.17083
C: 1.45600 0.42766 -3.25640
C: 2.29507 -0.55040 -3.73957
C: 3.47662 -0.74409 -3.01849
N: 3.81914 -0.06164 -1.92857
H: 1.09144 1.97845 -1.85758
H: 0.49603 0.67110 -3.68568
H: 2.04797 -1.12690 -4.61309
H: 4.18335 -1.50442 -3.33125
C: 2.33071 -2.53446 -0.23515
C: 3.17324 -1.87014 0.84255
S: 2.11393 -0.82242 1.85298
O: 1.00486 -1.68916 2.33841
C: 3.15502 -0.58240 3.29940
C: 4.54601 -0.03666 3.03057
H: 2.92166 -3.28887 -0.75216
H: 1.97290 -1.81396 -0.96876
H: 1.45939 -3.01904 0.20336
H: 3.95175 -1.23271 0.41866
H: 3.61424 -2.59555 1.52778
H: 3.16523 -1.56367 3.77632
H: 2.56384 0.09660 3.91918
H: 5.21000 -0.81069 2.65054
H: 4.97232 0.34395 3.95612
H: 4.53199 0.77724 2.29869
O: -0.45219 0.82456 2.01095
C: -0.86083 0.04149 1.11690
N: -1.96477 -0.70568 1.12256
C: -2.18800 -1.27104 -0.20032
C: -0.88744 -0.80616 -0.91076
O: -0.59003 -1.12656 -2.04018
N: -0.16262 -0.04955 -0.05585
C: -3.41394 -0.62906 -0.83300
C: -3.29861 0.49231 -1.64801
C: -4.43787 1.11135 -2.14076
C: -5.69417 0.62561 -1.81684
C: -5.81315 -0.48367 -0.99420
C: -4.67779 -1.10873 -0.50642
C: -2.22058 -2.78357 -0.19172
C: -2.55935 -3.46023 -1.35843
C: -2.53607 -4.84180 -1.39335
C: -2.16860 -5.56326 -0.26485
C: -1.81525 -4.89116 0.89307
C: -1.83641 -3.50417 0.93038
H: -2.66376 -0.64098 1.84404
H: -2.32666 0.89695 -1.89428
H: -4.33897 1.97952 -2.77501
H: -6.57937 1.10895 -2.20528
H: -6.79120 -0.86180 -0.73027
H: -4.77156 -1.98386 0.12409
H: -2.83788 -2.89745 -2.23890
H: -2.80421 -5.35945 -2.30350
H: -2.15500 -6.64406 -0.29207
H: -1.51313 -5.44380 1.77205
H: -1.53070 -2.98352 1.82634

***

3.
This record from OMol25 describes a structure of composition C19H42HoNO2P3. The level of theory is ωB97M-V/def2-TZVPD.

multiplicity	5
total charge	+3
<S²>	6.00

Positions of all 68 atoms, in Å:
Ho: 0.03608 0.13373 0.93655
P: 0.62111 -2.41409 -0.00983
P: 2.77346 0.00429 1.63105
P: -2.71053 0.51412 0.45488
H: 1.61278 2.66388 0.25979
C: 0.54436 2.57895 0.47548
C: 0.05246 2.50855 1.76295
H: 0.71681 2.56231 2.63789
C: 1.54277 -1.94035 -1.53353
C: 1.62570 -3.83946 0.52189
C: -0.86207 -3.27068 -0.65329
C: 3.40994 1.41366 2.63221
C: 3.22523 -1.36993 2.76339
C: 4.14108 -0.12796 0.42273
C: -3.43580 2.15327 0.85642
C: -4.04970 -0.68267 0.79580
C: -2.92252 0.60711 -1.35789
H: -0.08777 2.78462 -0.39482
H: -0.97635 2.78682 2.01958
H: 1.29258 -2.68187 -2.29341
H: 2.62185 -1.94518 -1.35201
H: 1.27971 -0.92617 -1.88102
H: 1.47759 -4.69790 -0.15138
H: 1.32715 -4.12617 1.53747
H: 2.68977 -3.57551 0.54643
H: -0.58276 -4.22175 -1.12520
H: -1.41817 -2.64682 -1.36808
H: -1.53478 -3.47649 0.18933
H: 4.48483 1.52926 2.42457
H: 3.25333 1.21125 3.70075
H: 2.88269 2.33754 2.36666
H: 4.32162 -1.45145 2.78675
H: 2.79845 -2.32018 2.42224
H: 2.85018 -1.15707 3.77035
H: 5.08502 -0.11801 0.98477
H: 4.10478 0.73006 -0.25855
H: 4.05890 -1.05422 -0.15652
H: -4.16130 2.45444 0.08601
H: -2.63790 2.90727 0.89569
H: -3.92439 2.11121 1.83784
H: -4.93758 -0.46910 0.18193
H: -4.32805 -0.65193 1.85688
H: -3.70368 -1.69938 0.56142
H: -3.93272 0.98185 -1.59255
H: -2.77282 -0.38428 -1.81157
H: -2.16369 1.28965 -1.76127
C: -0.58204 1.23669 -4.20406
C: 0.25370 0.71308 -5.20664
C: 0.25715 1.29486 -6.47327
C: -0.66341 2.30100 -6.78416
C: -1.57969 2.74094 -5.81677
C: -1.54615 2.21375 -4.51795
O: -0.39412 0.85617 -2.87605
H: -0.30447 -0.13807 -2.83656
H: 0.90879 -0.13438 -4.99153
H: 0.97664 0.96483 -7.21828
H: -0.70919 2.70806 -7.80027
H: -2.33035 3.49961 -6.09111
H: -2.26558 2.56213 -3.77299
C: 0.35825 -0.40134 5.12552
C: -0.71781 -0.56599 4.12393
N: -1.89600 -1.06081 4.48425
O: -0.54553 -0.32920 2.87024
H: -0.09266 -0.44168 6.13273
H: 0.82405 0.59531 5.00100
H: 1.10427 -1.22303 5.02466
H: -2.61722 -1.09175 3.76921
H: -2.12630 -1.31545 5.43934

***

4.
This record from OMol25 describes an isolated molecule of C5H10O2. The level of theory is ωB97M-V/def2-TZVPD.

multiplicity	1

Positions of all 17 atoms, in Å:
C: -1.26482 -0.12199 1.63764
O: -0.85478 -0.34596 0.34671
C: -0.56627 0.62575 -0.61167
C: 0.58496 1.63212 -0.37886
O: 1.42790 0.93487 -1.30838
C: 0.46613 -0.13126 -1.43986
C: 0.78509 -1.60699 -0.39204
H: -0.69133 0.68399 2.10424
H: -2.33385 0.09368 1.62624
H: -1.08615 -1.05083 2.20908
H: -1.51307 1.03125 -0.98892
H: 0.99959 1.61955 0.63462
H: 0.40193 2.67424 -0.68136
H: 0.33075 -0.30700 -2.53453
H: 0.51762 -2.43785 -1.03870
H: 1.84294 -1.45445 -0.21772
H: 0.40960 -1.98666 0.62255

***

no.,energy (hartree)
1,-5234.94984
2,-3398.66563
3,-2925.58945
4,-346.83265